# 1
The following is a DFT calculation (ωB97M-V/def2-TZVPD) of C30H26N5O7S4Sc as an isolated structure.

The HOMO energy (alpha / beta) is -3.274 / -4.922 eV. The orbital gap (alpha / beta) is 5.81 / 7.45 eV.

Structure (ORCA input):
```
! wB97M-V def2-TZVPD RIJCOSX def2/J DEFGRID3
* xyz -1 2
Sc -0.9788 -0.4539 0.5866
O -4.1838 -0.3601 -2.1967
C -3.3813 -0.3727 -1.2596
N -2.0541 -0.2407 -1.2871
C -1.5071 0.0841 -2.5825
C -0.7563 1.3865 -2.5325
C -0.4961 2.0976 -3.7015
C 0.1530 3.3121 -3.6188
C 0.5183 3.7891 -2.3665
C 0.2283 3.0105 -1.2600
N -0.3852 1.8289 -1.3339
C -3.9447 -0.5209 0.1424
C -5.2089 -1.0487 0.3130
C -5.7019 -1.1381 1.6028
C -4.9187 -0.6876 2.6626
C -3.6526 -0.1976 2.3975
N -3.1727 -0.1211 1.1540
H -2.3176 0.1751 -3.3091
H -0.8458 -0.7069 -2.9413
H -0.8097 1.6905 -4.6547
H 0.3684 3.8840 -4.5134
H 1.0159 4.7417 -2.2419
H 0.4905 3.3546 -0.2655
H -5.7585 -1.3571 -0.5637
H -6.6834 -1.5545 1.7921
H -5.2728 -0.7377 3.6828
H -2.9885 0.1335 3.1850
O -2.0051 -4.7464 -0.3221
S -1.0566 -3.7467 0.0905
O 0.0304 -3.4944 -0.8339
O -1.7203 -2.5012 0.5465
C -0.3174 -4.4056 1.5929
C -0.3834 -5.7866 1.7293
C 0.1496 -6.4183 2.8404
C 0.7531 -5.6700 3.8372
C 0.8295 -4.2931 3.7121
C 0.2988 -3.6523 2.5976
S 0.4996 -1.8726 2.5880
O 1.5149 -1.5967 3.5596
O -0.8065 -1.2471 2.8400
O 0.8650 -1.5145 1.1919
H -0.8774 -6.3494 0.9499
H 0.0857 -7.4960 2.9242
H 1.1711 -6.1512 4.7122
H 1.3129 -3.6922 4.4685
S 1.7178 1.5547 1.4886
C 2.2681 3.1877 1.8654
N 1.6656 3.8854 2.9124
C 2.0772 5.1810 3.1867
C 3.1454 5.7240 2.5580
C 3.8353 4.9930 1.5509
C 3.3420 3.7223 1.2118
H 0.7147 3.6080 3.1358
H 1.5100 5.7026 3.9436
H 3.4571 6.7239 2.8280
H 4.6837 5.4154 1.0333
H 3.8037 3.1360 0.4262
S -1.0853 2.4771 2.1640
C 0.0317 1.4050 1.5790
N 1.3599 -0.8705 -1.2488
C 1.8493 -0.4305 -2.4711
C 2.6074 0.7390 -2.5512
C 3.0661 1.1974 -3.7747
C 2.7873 0.5015 -4.9434
C 2.0465 -0.6724 -4.8656
C 1.5844 -1.1400 -3.6465
H 1.1564 -1.8620 -1.1576
H 1.8315 -0.5106 -0.4337
H 2.8142 1.2932 -1.6423
H 3.6420 2.1145 -3.8144
H 3.1454 0.8638 -5.8986
H 1.8268 -1.2347 -5.7653
H 1.0158 -2.0613 -3.5855
*
```

# 2
The following is a DFT calculation (ωB97M-V/def2-TZVPD) of C30H27BCl5F9IrNO4S3Si as an isolated structure.

The HOMO energy (alpha / beta) is -1.144 / -2.274 eV. The orbital gap (alpha / beta) is 4.92 / 6.05 eV.

Structure (ORCA input):
```
! wB97M-V def2-TZVPD RIJCOSX def2/J DEFGRID3
* xyz -2 5
Ir -0.1560 -0.0831 -0.2867
C 6.2357 0.3660 2.6660
Si 4.5767 1.2139 2.9744
C 3.7287 0.3069 4.3742
C 4.9315 2.9756 3.5539
C 3.6901 1.3270 1.3237
C 4.3933 1.9464 0.3006
C 3.8573 2.0970 -0.9752
C 2.5899 1.5998 -1.1951
N 1.8900 1.0039 -0.2380
C 2.3896 0.8540 1.0096
S 1.3090 0.0835 2.0984
H 6.8237 0.3189 3.5863
H 6.8262 0.8966 1.9164
H 6.0852 -0.6530 2.3064
H 4.3978 0.3176 5.2419
H 3.5020 -0.7241 4.1087
H 2.7855 0.7792 4.6426
H 5.4961 2.9754 4.4896
H 3.9982 3.5159 3.7199
H 5.5071 3.5319 2.8114
H 5.3954 2.3247 0.4898
H 4.4033 2.5800 -1.7736
H 2.0865 1.6683 -2.1491
F -2.1247 3.2683 -0.5879
C -1.1192 3.5506 -1.4340
F -0.0195 3.7163 -0.6994
F -1.4062 4.7570 -1.9874
C -0.9219 2.4079 -2.4918
O -0.1937 1.4175 -1.9827
C -0.1130 3.0002 -3.6989
F 0.9467 3.7094 -3.2558
F -0.8190 3.8305 -4.5024
F 0.3717 2.0308 -4.4764
C -2.3282 1.9713 -3.0169
F -3.1140 3.0479 -3.3064
F -2.2150 1.2620 -4.1463
F -2.9872 1.2422 -2.1310
Cl -0.7628 -2.6241 1.7984
C 0.4865 -2.9749 0.6403
C 0.7971 -2.0235 -0.3320
C 1.7664 -2.3963 -1.2511
Cl 2.0856 -1.3310 -2.5894
C 2.4498 -3.6064 -1.1860
Cl 3.6767 -4.0052 -2.3423
C 2.1418 -4.5112 -0.1779
Cl 2.9911 -6.0144 -0.0596
C 1.1392 -4.1974 0.7359
Cl 0.7414 -5.3283 1.9852
C -4.1931 -2.8202 0.2356
O -3.0175 -2.3726 -0.4127
C -2.9709 -2.2715 -1.7524
S -4.2068 -2.8649 -2.7158
S -1.5131 -1.6078 -2.3065
H -3.9634 -2.7729 1.2993
H -4.4465 -3.8374 -0.0659
H -5.0373 -2.1701 -0.0023
C -7.9135 2.7144 1.6604
C -7.3308 1.9912 2.8817
C -7.9533 0.5906 2.9794
C -7.7343 2.7723 4.1329
C -5.8136 1.8695 2.7293
C -4.9228 2.4473 3.6293
C -3.5346 2.3406 3.4844
C -3.0658 1.6340 2.4041
O -1.7933 1.3706 2.0223
B -1.8659 0.6155 0.8185
O -3.2377 0.4226 0.5303
C -3.9452 1.0531 1.4943
C -5.3086 1.1535 1.6327
H -9.0019 2.7842 1.7431
H -7.6772 2.1881 0.7364
H -7.5063 3.7236 1.5807
H -9.0390 0.6643 3.0889
H -7.5531 0.0517 3.8397
H -7.7437 -0.0025 2.0900
H -8.8243 2.8206 4.1951
H -7.3548 3.7953 4.1085
H -7.3667 2.2930 5.0419
H -5.2991 3.0069 4.4740
H -2.8570 2.7977 4.1929
H -5.9549 0.6906 0.8986
*
```

# 3
The following is a DFT calculation (ωB97M-V/def2-TZVPD) of C30H27BFN10O4SiW as an isolated structure in a non-equilibrium geometry.

The HOMO energy (alpha / beta) is -13.221 / -13.503 eV. The orbital gap (alpha / beta) is 6.20 / 2.90 eV.

Structure (ORCA input):
```
! wB97M-V def2-TZVPD RIJCOSX def2/J DEFGRID3
* xyz 2 4
W -0.7384 0.2062 -0.9437
C 0.7471 3.4909 1.5010
C 0.9161 2.4925 0.5551
N -0.2059 1.7662 0.4445
N -1.0989 2.3007 1.2977
C -0.5525 3.3415 1.9422
B -2.6070 1.9849 1.1673
N -2.9435 2.3941 -0.2833
C -3.8126 3.2692 -0.8127
C -3.6152 3.3206 -2.1773
C -2.5787 2.4303 -2.4190
N -2.1778 1.8655 -1.2743
N -2.8768 0.4586 1.2249
C -3.7900 -0.1633 1.9875
C -4.0053 -1.4249 1.4688
C -3.1753 -1.5027 0.3589
N -2.4817 -0.3602 0.2200
N -3.3026 2.6372 2.3309
C -4.4165 3.3782 2.5571
C -4.5043 3.6144 3.9106
C -3.3943 2.9527 4.4642
N -2.7117 2.3651 3.5162
H 1.4618 4.2257 1.8035
H 1.7840 2.3280 -0.0597
H -1.0952 3.9087 2.6664
H -4.5135 3.8124 -0.2145
H -4.1480 3.9181 -2.8869
H -2.1008 2.1856 -3.3525
H -4.2237 0.3047 2.8465
H -4.6708 -2.1735 1.8411
H -3.0904 -2.3135 -0.3422
H -5.0862 3.6821 1.7794
H -5.2492 4.1676 4.4416
H -3.0948 2.8658 5.4877
F 5.6621 3.5578 1.3498
C 5.2851 2.7886 0.3352
C 4.4718 1.7348 0.5559
N 4.0758 0.9174 -0.4664
C 3.2937 -0.2671 -0.2114
C 1.8105 -0.0934 -0.4990
O 0.9646 -0.6758 0.2602
O 1.3764 0.5186 -1.4928
C 4.4530 1.1579 -1.7966
O 4.0762 0.4288 -2.6774
N 5.2603 2.2431 -1.9691
C 5.7815 3.1241 -1.0112
O 6.5210 4.0144 -1.3079
H 4.1240 1.4882 1.5502
H 3.4272 -0.6103 0.8178
H 3.6353 -1.0487 -0.9092
H 5.5763 2.4118 -2.9212
C 4.0480 -3.6749 -3.1557
C 3.5914 -4.1685 -1.9418
C 2.3982 -3.7160 -1.4120
C 1.6371 -2.7654 -2.1159
C 2.1158 -2.2670 -3.3343
C 3.3130 -2.7287 -3.8539
Si -0.0066 -2.1806 -1.3275
C -0.6835 -3.5170 -0.1438
C -0.7453 -3.3036 1.2378
C -1.2776 -4.2737 2.0643
C -1.7984 -5.4407 1.5229
C -1.7506 -5.6598 0.1542
C -1.2011 -4.7022 -0.6787
H 4.9827 -4.0279 -3.5593
H 4.1580 -4.9148 -1.4028
H 2.0445 -4.1039 -0.4667
H 1.5508 -1.5212 -3.8751
H 3.6670 -2.3488 -4.7995
H -1.2730 0.0216 -2.5094
H -0.3511 -2.3862 1.6537
H -1.2924 -4.1154 3.1308
H -2.2491 -6.1799 2.1659
H -2.1471 -6.5735 -0.2634
H -1.1707 -4.8698 -1.7439
*
```

# 4
The following is a DFT calculation (ωB97M-V/def2-TZVPD) of C30H27BrN4O2OsSi as an isolated structure in a non-equilibrium geometry.

The HOMO energy (alpha / beta) is -13.459 / -13.459 eV. The orbital gap (alpha / beta) is 5.80 / 5.81 eV.

Structure (ORCA input):
```
! wB97M-V def2-TZVPD RIJCOSX def2/J DEFGRID3
* xyz 2 1
Os 0.6976 -0.6138 0.3738
Br -1.9656 -4.2753 -5.4819
C -1.0947 -3.1904 -4.2258
C -0.1533 -2.2389 -4.6569
C 0.4760 -1.4125 -3.7558
C 0.2121 -1.5179 -2.3898
O 0.8051 -0.6475 -1.5778
C -0.7149 -2.4897 -1.9437
C -1.0454 -2.7109 -0.5935
N -0.3998 -2.2428 0.4539
C -0.7379 -2.6708 1.7866
C -1.4209 -3.8078 2.1086
C -1.6660 -4.1286 3.4639
C -1.1996 -3.3301 4.4668
C -0.4454 -2.1713 4.1555
C 0.1148 -1.3127 5.1269
C 0.8410 -0.2204 4.7369
C 1.0102 0.0331 3.3712
N 0.4975 -0.7456 2.4337
C -0.2241 -1.8537 2.8101
C -1.3779 -3.3075 -2.8973
H 0.0699 -2.1526 -5.7123
H 1.1820 -0.6619 -4.0851
H -1.9103 -3.3425 -0.4079
H -1.7684 -4.4858 1.3402
H -2.2255 -5.0243 3.6960
H -1.3914 -3.5723 5.5042
H -0.0377 -1.5277 6.1777
H 1.2835 0.4500 5.4591
H 1.5769 0.8890 3.0278
H -2.0964 -4.0442 -2.5606
C -4.5099 -0.0868 -1.8874
C -4.4911 0.0829 -0.5086
C -3.3191 0.4717 0.1236
C -2.1588 0.7231 -0.6215
C -2.1979 0.5536 -2.0121
C -3.3654 0.1504 -2.6399
Si -0.6602 1.3779 0.2257
C 0.2238 2.7332 -0.6725
C -0.2212 4.0366 -0.4087
C 0.3076 5.1152 -1.1011
C 1.2974 4.9106 -2.0541
C 1.7571 3.6280 -2.3205
C 1.2198 2.5436 -1.6394
H -5.4215 -0.4019 -2.3783
H -5.3916 -0.0740 0.0707
H -3.3130 0.6001 1.2013
H -1.3193 0.7689 -2.6103
H -3.3898 0.0325 -3.7159
H -1.0495 1.8260 1.5808
H -0.9960 4.2106 0.3311
H -0.0569 6.1143 -0.9013
H 1.7060 5.7542 -2.5955
H 2.5251 3.4721 -3.0678
H 1.5586 1.5433 -1.8838
C 4.2018 3.0362 1.0343
N 3.2110 1.9796 0.8576
C 3.5020 0.6964 0.7186
N 4.7700 0.2892 0.7483
O 2.6003 -0.2091 0.5856
H 3.6767 3.9550 1.2766
H 4.7822 3.1984 0.1249
H 4.8696 2.8010 1.8630
H 2.2563 2.2520 0.6678
H 5.5402 0.9348 0.7670
H 4.9639 -0.6921 0.6375
*
```

Energy, respectively: -4313.0270, -6328.2836, -2488.7684, -4482.6298 a.u..